Density functional theory data (wB97M-V/def2-TZVPD) for a molecular structure, C30H55NNbO13S at a distorted geometry.

The geometry in ORCA input format:
```
! RIJCOSX wB97M-V def2-TZVPD def2/J DEFGRID3
* xyz -1 1
C -4.434 -1.671 1.188
C -3.845 -1.249 -0.157
S -3.027 0.374 -0.179
C -1.778 0.087 1.072
Nb 0.063 1.326 0.634
C 1.580 -0.346 0.570
C 2.921 -0.251 -0.140
O 3.709 0.834 0.349
C 2.781 -0.169 -1.668
N 2.203 -1.410 -2.193
H -4.626 -0.808 1.835
H -5.389 -2.194 1.063
H -3.754 -2.332 1.731
H -4.609 -1.181 -0.942
H -3.110 -1.978 -0.516
H -1.426 -0.954 0.993
H -2.199 0.223 2.069
H 0.083 1.493 -1.218
H -1.199 2.642 0.278
H -0.236 1.670 2.454
H 1.142 2.710 1.103
H 1.097 -1.279 0.244
H 1.749 -0.414 1.665
H 3.556 -1.142 0.041
H 3.473 1.651 -0.123
H 3.766 0.097 -2.081
H 2.082 0.644 -1.896
H 1.913 -1.286 -3.158
H 2.915 -2.136 -2.207
O -1.375 5.149 1.992
C -2.502 4.863 1.722
O -3.227 5.586 0.816
C -4.553 5.045 0.711
C -4.447 3.604 1.207
C -3.336 3.714 2.238
H -5.222 5.647 1.336
H -4.856 5.143 -0.330
H -5.392 3.229 1.596
H -4.117 2.954 0.402
H -3.692 3.979 3.239
H -2.682 2.846 2.327
O 2.325 -1.284 -5.954
C 1.546 -2.190 -5.905
O 0.657 -2.327 -4.897
C -0.076 -3.555 -5.017
C 0.026 -3.942 -6.491
C 1.381 -3.359 -6.868
H 0.389 -4.294 -4.364
H -1.089 -3.370 -4.671
H -0.067 -5.016 -6.636
H -0.763 -3.444 -7.057
H 2.202 -4.053 -6.666
H 1.490 -3.009 -7.891
O -1.481 -3.629 2.907
C -0.432 -3.422 3.445
O 0.308 -2.323 3.215
C 1.563 -2.383 3.902
C 1.335 -3.361 5.056
C 0.300 -4.302 4.455
H 2.320 -2.735 3.198
H 1.809 -1.367 4.202
H 2.256 -3.844 5.377
H 0.907 -2.831 5.907
H 0.757 -5.122 3.894
H -0.417 -4.735 5.149
O 2.985 3.446 -1.415
C 2.178 4.150 -1.953
O 0.875 3.842 -1.988
C 0.122 4.810 -2.713
C 0.984 6.076 -2.699
C 2.388 5.486 -2.659
H -0.032 4.438 -3.731
H -0.840 4.904 -2.216
H 0.787 6.725 -3.550
H 0.792 6.634 -1.781
H 2.789 5.272 -3.653
H 3.131 6.069 -2.118
O -1.582 -7.507 -3.789
C -0.467 -7.563 -3.366
O 0.535 -6.813 -3.897
C 1.796 -7.131 -3.289
C 1.437 -7.741 -1.933
C 0.102 -8.407 -2.238
H 2.319 -7.839 -3.936
H 2.367 -6.208 -3.228
H 2.206 -8.418 -1.568
H 1.298 -6.946 -1.201
H 0.218 -9.424 -2.623
H -0.610 -8.443 -1.418
O -1.548 4.018 6.030
C -0.584 4.705 5.869
O 0.005 5.324 6.948
C 1.055 6.194 6.509
C 1.470 5.670 5.140
C 0.164 5.093 4.613
H 0.655 7.211 6.447
H 1.836 6.168 7.267
H 1.899 6.444 4.507
H 2.208 4.874 5.252
H -0.449 5.831 4.092
H 0.259 4.250 3.930
*
```

The gap between HOMO and LUMO is 6.079 eV. The total energy is -72491.9416 eV.

Atom charges from the Mulliken analysis, given in e for atoms 1 to 4:
1. C -0.7679
2. C -0.6207
3. S -0.0856
4. C -0.7424


Density functional theory data (wB97M-V/def2-TZVPD) for 11 unconnected molecules or ions with the total composition C30H56N6O15 at a distorted geometry.

The geometry in ORCA input format:
```
! RIJCOSX wB97M-V def2-TZVPD def2/J DEFGRID3
* xyz 0 1
C -6.796 -5.764 5.007
O -6.610 -5.485 6.363
C -6.630 -4.125 6.674
C -5.292 -3.365 6.449
O -4.682 -3.605 5.182
C -5.318 -3.030 4.054
C -4.834 -3.591 2.751
O -3.835 -2.766 2.149
C -3.279 -3.381 0.977
H -7.543 -5.218 4.431
H -7.013 -6.832 4.990
H -5.891 -5.536 4.444
H -6.897 -4.068 7.730
H -7.442 -3.513 6.281
H -4.665 -3.706 7.273
H -5.502 -2.298 6.530
H -5.038 -1.999 4.272
H -6.403 -3.132 4.081
H -5.724 -3.779 2.150
H -4.382 -4.573 2.885
H -2.495 -2.679 0.692
H -4.012 -3.361 0.170
H -2.871 -4.387 1.079
C -4.511 1.682 -0.376
O -3.355 0.854 -0.496
C -3.413 0.125 -1.684
O -3.988 0.451 -2.720
O -2.489 -0.838 -1.617
C -2.064 -1.332 -2.908
H -5.419 1.082 -0.427
H -4.522 2.471 -1.128
H -4.515 2.166 0.600
H -1.693 -0.546 -3.566
H -2.783 -1.949 -3.448
H -1.237 -2.036 -2.819
C -0.264 4.922 -3.456
O 0.468 5.639 -4.485
C 1.309 6.585 -4.196
O 2.016 7.021 -5.067
O 1.305 6.988 -2.928
C 2.263 7.843 -2.369
H -0.378 3.944 -3.923
H -1.282 5.296 -3.348
H 0.394 4.715 -2.612
H 3.126 7.402 -1.870
H 1.708 8.500 -1.699
H 2.659 8.327 -3.262
C 3.216 0.391 1.754
O 3.084 1.604 0.972
C 4.162 2.263 0.618
O 5.309 2.050 1.021
O 3.844 3.358 -0.107
C 4.839 4.184 -0.741
H 2.223 -0.050 1.854
H 3.793 0.339 2.678
H 3.745 -0.314 1.114
H 5.643 4.526 -0.090
H 4.379 5.001 -1.298
H 5.460 3.518 -1.340
C 7.351 -2.489 2.456
O 5.944 -2.609 2.578
C 5.138 -3.082 1.569
O 5.475 -3.254 0.416
O 3.853 -3.179 2.011
C 2.823 -3.742 1.208
H 7.740 -2.128 3.408
H 7.778 -1.841 1.690
H 7.668 -3.498 2.194
H 2.516 -4.613 1.787
H 3.273 -4.090 0.278
H 2.052 -2.976 1.136
C -0.935 0.252 2.246
C 0.063 1.029 2.996
N 0.903 1.660 3.573
H -0.593 -0.763 2.041
H -1.164 0.788 1.325
H -1.867 0.205 2.810
C 0.566 -4.624 -3.888
C 0.789 -5.094 -2.506
N 0.959 -5.515 -1.433
H -0.426 -4.922 -4.228
H 1.330 -5.218 -4.389
H 0.669 -3.540 -3.845
C 6.224 -0.878 -2.696
C 6.523 0.491 -2.883
N 6.754 1.652 -3.029
H 7.163 -1.358 -2.422
H 5.942 -1.391 -3.615
H 5.424 -1.125 -1.998
C 0.596 1.160 -1.856
C -0.235 2.132 -1.109
N -0.868 2.885 -0.478
H 1.334 0.672 -1.219
H 1.069 1.711 -2.668
H -0.153 0.512 -2.311
C -2.199 3.915 2.095
C -2.887 4.918 2.933
N -3.429 5.668 3.585
H -2.441 4.015 1.037
H -2.385 2.918 2.495
H -1.118 3.991 2.217
C 2.385 2.863 -8.128
C 1.751 1.889 -7.158
N 1.249 1.078 -6.466
H 2.037 2.679 -9.145
H 3.458 3.006 -8.006
H 2.019 3.852 -7.853
*
```

The gap between HOMO and LUMO is 9.194 eV. The total energy is -71664.0053 eV.

Atom charges from the Mulliken analysis, given in e for atoms 1 to 4:
1. C -0.5605
2. O -0.3709
3. C -0.6524
4. C -0.3811


Density functional theory data (wB97M-V/def2-TZVPD) for 6 unconnected molecules or ions with the total composition C30H57ClFN4O18S.

The geometry in ORCA input format:
```
! RIJCOSX wB97M-V def2-TZVPD def2/J DEFGRID3
* xyz 1 1
C -0.918 2.621 -2.651
C -1.661 1.507 -1.932
Cl -0.595 0.062 -1.854
C -1.997 1.949 -0.471
C -1.807 0.865 0.525
N -0.918 0.796 1.511
C -1.082 -0.401 2.106
N -0.327 -0.837 3.105
C 0.787 0.030 3.534
C 2.120 -0.256 2.835
O 2.157 0.358 1.558
C -0.580 -2.122 3.797
C 0.570 -2.599 4.683
O 0.453 -4.023 4.854
C -0.212 -4.409 5.957
O -1.122 -3.801 6.425
N -2.137 -1.097 1.546
S -2.948 -2.567 1.782
N -2.545 -0.229 0.539
F -3.538 -0.580 -0.265
H -0.840 2.409 -3.715
H 0.091 2.720 -2.250
H -1.445 3.566 -2.500
H -2.568 1.268 -2.481
H -1.374 2.798 -0.198
H -3.039 2.283 -0.429
H 0.879 -0.010 4.618
H 0.528 1.060 3.291
H 2.935 0.125 3.454
H 2.282 -1.328 2.707
H 2.199 -0.331 0.884
H -1.481 -2.032 4.408
H -0.750 -2.903 3.054
H 1.541 -2.447 4.236
H 0.512 -2.142 5.670
H 0.180 -5.339 6.377
H -2.237 -3.356 0.955
C -3.629 -5.320 4.149
C -4.527 -4.681 5.185
O -5.914 -4.812 4.847
C -6.441 -6.017 5.092
O -5.860 -6.950 5.579
O -7.715 -5.994 4.718
C -8.409 -7.237 4.888
H -3.856 -4.925 3.156
H -2.585 -5.116 4.383
H -3.770 -6.399 4.116
H -4.357 -3.606 5.236
H -4.344 -5.095 6.175
H -8.308 -7.598 5.909
H -8.025 -7.981 4.194
H -9.450 -7.026 4.667
C -3.810 7.887 -2.228
C -3.982 6.592 -2.989
O -4.024 5.449 -2.107
C -5.186 5.262 -1.484
O -6.184 5.915 -1.610
O -5.058 4.187 -0.695
C -6.225 3.886 0.083
H -2.929 7.839 -1.586
H -3.688 8.714 -2.927
H -4.677 8.091 -1.602
H -3.128 6.404 -3.636
H -4.879 6.603 -3.606
H -7.104 3.810 -0.551
H -6.381 4.651 0.841
H -6.027 2.930 0.560
C 2.966 3.362 1.528
C 3.506 3.528 0.128
O 2.535 4.142 -0.740
C 2.416 5.464 -0.606
O 3.061 6.166 0.125
O 1.460 5.880 -1.440
C 1.201 7.288 -1.378
H 2.022 2.822 1.494
H 3.670 2.803 2.143
H 2.792 4.333 1.994
H 3.705 2.558 -0.323
H 4.429 4.106 0.111
H 2.118 7.856 -1.514
H 0.747 7.548 -0.423
H 0.510 7.498 -2.188
C 5.732 -2.887 -1.855
C 5.312 -3.609 -0.597
O 4.226 -2.921 0.066
C 3.036 -3.085 -0.486
O 2.756 -3.760 -1.438
O 2.146 -2.357 0.217
C 0.821 -2.395 -0.309
H 5.981 -1.848 -1.634
H 6.604 -3.366 -2.299
H 4.927 -2.890 -2.586
H 6.115 -3.630 0.135
H 5.015 -4.636 -0.803
H 0.460 -3.417 -0.421
H 0.774 -1.878 -1.263
H 0.205 -1.866 0.418
C 7.121 1.118 -7.347
C 7.069 -0.259 -7.969
O 6.810 -1.283 -6.990
C 5.545 -1.394 -6.601
O 4.611 -0.751 -7.004
O 5.477 -2.364 -5.685
C 4.172 -2.575 -5.149
H 7.848 1.140 -6.534
H 7.412 1.854 -8.096
H 6.149 1.402 -6.945
H 8.033 -0.528 -8.394
H 6.320 -0.316 -8.758
H 3.443 -2.739 -5.940
H 3.871 -1.722 -4.540
H 4.231 -3.462 -4.527
*
```

The gap between HOMO and LUMO is 9.416 eV. The total energy is -100916.5706 eV.

Atom charges from the Mulliken analysis, given in e for atoms 1 to 4:
1. C -1.3671
2. C 0.3445
3. Cl -0.1761
4. C -0.7179


Density functional theory data (wB97M-V/def2-TZVPD) for a molecular structure, C30H57N2O3S5Si2Sn at a distorted geometry.

The geometry in ORCA input format:
```
! RIJCOSX wB97M-V def2-TZVPD def2/J DEFGRID3
* xyz -1 1
Sn 0.286 0.573 -1.327
C 2.046 5.102 -0.027
C 1.778 4.675 -1.457
S 0.063 4.276 -1.918
C -0.567 6.007 -2.148
C -0.961 6.771 -0.947
S -2.199 5.956 0.067
C -1.808 6.591 1.720
C -2.170 5.589 2.850
S -1.447 3.930 2.885
C 0.274 4.249 3.532
C 1.262 4.898 2.623
S 1.491 3.869 1.180
H 1.406 5.965 0.043
H 3.099 5.412 -0.089
H 2.323 3.775 -1.656
H 2.305 5.406 -2.161
H -1.462 5.992 -2.731
H 0.165 6.545 -2.829
H -1.282 7.784 -1.114
H -0.133 7.058 -0.238
H -2.360 7.571 1.927
H -0.770 6.851 1.706
H -3.246 5.435 2.644
H -2.118 6.079 3.799
H 0.723 3.250 3.645
H 0.126 4.795 4.480
H 2.157 5.181 3.239
H 0.846 5.860 2.257
N 0.245 0.748 2.086
C 0.266 0.493 0.954
C -3.430 -0.543 -3.566
Si -2.609 0.981 -2.955
C -3.928 2.281 -2.563
C -1.511 1.480 -4.375
N -1.780 0.599 -1.480
C -2.600 0.094 -0.432
C -3.055 -1.265 -0.461
C -3.765 -1.860 0.556
C -4.212 -1.050 1.566
C -3.802 0.284 1.670
C -2.978 0.863 0.702
H -3.924 -0.495 -4.521
H -4.178 -0.891 -2.800
H -2.708 -1.315 -3.792
H -4.560 2.505 -3.493
H -3.469 3.142 -2.079
H -4.537 1.804 -1.762
H -2.160 1.583 -5.334
H -0.796 0.693 -4.432
H -1.037 2.442 -4.179
H -2.607 -1.830 -1.299
H -4.078 -2.954 0.543
H -4.808 -1.441 2.340
H -4.217 0.993 2.498
H -2.561 1.883 0.864
C 1.296 -2.580 3.324
C 0.206 -3.273 2.558
C -1.148 -2.722 3.100
C 0.297 -4.776 2.598
O 0.142 -2.929 1.150
Si 1.138 -2.916 -0.079
S 0.240 -1.979 -1.654
O 2.541 -2.225 0.352
C 3.898 -2.198 -0.121
C 3.896 -2.151 -1.680
C 4.705 -3.325 0.518
C 4.438 -0.881 0.448
O 1.522 -4.493 -0.340
C 1.262 -5.551 -1.209
C 1.425 -6.798 -0.378
C -0.292 -5.592 -1.620
C 2.090 -5.595 -2.524
H 1.193 -2.760 4.393
H 1.246 -1.480 3.260
H 2.276 -2.849 3.005
H -1.255 -2.991 4.156
H -1.911 -3.243 2.503
H -1.275 -1.653 2.895
H 0.280 -5.107 3.636
H 1.313 -5.108 2.244
H -0.452 -5.305 2.003
H 3.582 -3.144 -2.033
H 4.926 -2.040 -1.980
H 3.339 -1.368 -2.176
H 4.247 -4.320 0.320
H 4.730 -3.247 1.608
H 5.750 -3.358 0.224
H 3.863 -0.046 0.053
H 5.440 -0.664 0.054
H 4.487 -0.914 1.551
H 0.767 -6.832 0.446
H 2.492 -6.799 -0.004
H 1.356 -7.749 -0.922
H -0.960 -5.201 -0.840
H -0.466 -6.626 -1.884
H -0.510 -5.008 -2.542
H 3.167 -5.439 -2.339
H 1.817 -4.890 -3.261
H 1.874 -6.544 -3.024
*
```

The gap between HOMO and LUMO is 6.732 eV. The total energy is -116927.8982 eV.

Atom charges from the Mulliken analysis, given in e for atoms 1 to 4:
1. Sn -0.0038
2. C -0.1298
3. C -1.1447
4. S 0.2000


Number 3 is which compound? C30H57ClFN4O18S